Entry 1:
C55H47F3I2N10O3S5 as an isolated structure in a non-equilibrium geometry, computed with ωB97M-V/def2-TZVPD.

Its HOMO energy is -0.3163 Ha. The energy is -5782.97329 hartree. For the molar mass, the calculation gives 1367.19 g/mol.

Last column: Löwdin charge in e.
CARTESIAN COORDINATES (ANGSTROEM)
C  -3.235  0.696  4.459  -0.06
C  -1.884  -0.117  4.509  -0.21
O  -1.292  -0.338  3.197  -0.10
N  0.088  -0.107  3.347  -0.08
C  0.732  -1.401  3.597  -0.10
C  1.001  -1.827  5.013  -0.15
N  0.664  -1.034  6.200  0.10
C  1.698  -0.399  6.498  -0.73
S  2.739  0.549  7.269  0.68
C  1.636  -3.148  5.278  -0.02
C  2.005  -4.095  4.214  -0.56
S  2.763  -5.717  4.534  0.74
C  1.761  -3.680  2.812  -0.59
S  2.163  -4.743  1.365  0.69
C  1.156  -2.366  2.560  -0.39
S  0.897  -1.868  0.829  0.93
C  1.061  -0.053  0.922  -0.37
C  1.621  0.746  -0.208  -0.46
S  2.197  -0.143  -1.678  0.81
C  1.700  2.207  -0.131  -0.14
N  2.186  3.106  -1.180  0.13
C  1.499  2.938  -2.426  -0.43
O  2.078  2.875  -3.465  0.15
F  0.120  2.877  -2.501  0.11
C  3.629  3.094  -1.333  -0.41
O  4.147  4.029  -1.843  0.21
F  4.439  2.086  -0.873  0.10
C  1.206  2.846  1.114  -0.10
F  1.255  4.215  1.224  0.07
C  0.689  2.070  2.253  -0.10
C  0.226  2.892  3.475  -0.68
I  1.537  3.168  5.184  0.80
C  -1.006  3.499  3.515  -0.77
C  -2.036  3.425  2.339  -0.13
I  -1.604  4.670  5.234  0.77
C  0.610  0.578  2.170  -0.10
H  -3.792  0.494  5.423  0.07
H  -3.848  0.357  3.582  0.09
H  -3.014  1.794  4.453  0.03
H  -1.147  0.493  5.105  0.11
H  -2.077  -1.111  5.011  0.12
H  1.834  -3.427  6.348  0.12
H  2.692  -6.469  3.388  -0.15
H  1.005  -5.486  1.173  -0.10
H  2.618  -1.360  -1.164  -0.11
H  -2.194  4.492  1.989  0.09
H  -3.038  3.017  2.643  0.07
H  -1.609  2.886  1.443  0.09
N  -4.165  -2.701  0.843  0.06
C  -2.856  -2.864  0.620  -0.15
C  -2.331  -3.848  -0.205  -0.08
C  -3.211  -4.716  -0.832  -0.08
C  -4.572  -4.568  -0.615  -0.08
C  -4.994  -3.550  0.225  -0.16
H  -2.207  -2.163  1.135  0.08
H  -1.261  -3.932  -0.351  0.08
H  -2.840  -5.499  -1.484  0.10
H  -5.289  -5.227  -1.087  0.10
H  -6.049  -3.392  0.423  0.10
N  4.408  -1.771  1.128  0.07
C  5.013  -2.480  2.091  -0.16
C  6.100  -2.024  2.817  -0.06
C  6.596  -0.761  2.531  -0.09
C  5.991  -0.007  1.539  -0.06
C  4.906  -0.553  0.872  -0.14
H  4.590  -3.463  2.276  0.08
H  6.548  -2.639  3.586  0.11
H  7.446  -0.370  3.077  0.11
H  6.352  0.983  1.289  0.11
H  4.397  0.000  0.091  0.05
N  2.844  6.276  -6.052  0.06
C  2.370  5.076  -5.697  -0.15
C  1.625  4.262  -6.536  -0.07
C  1.351  4.716  -7.816  -0.09
C  1.829  5.957  -8.207  -0.08
C  2.568  6.692  -7.293  -0.16
H  2.608  4.765  -4.687  0.08
H  1.270  3.298  -6.195  0.09
H  0.770  4.110  -8.502  0.10
H  1.634  6.345  -9.199  0.10
H  2.966  7.667  -7.554  0.10
N  -4.339  3.186  -3.186  0.05
C  -3.002  3.183  -3.239  -0.16
C  -2.276  3.190  -4.420  -0.07
C  -2.974  3.197  -5.617  -0.08
C  -4.359  3.199  -5.590  -0.07
C  -4.989  3.195  -4.355  -0.16
H  -2.501  3.174  -2.276  0.09
H  -1.195  3.189  -4.402  0.08
H  -2.443  3.201  -6.563  0.10
H  -4.937  3.203  -6.506  0.08
H  -6.072  3.199  -4.282  0.10
N  -4.044  -1.374  7.944  0.06
C  -4.301  -1.368  9.257  -0.15
C  -5.575  -1.457  9.794  -0.08
C  -6.648  -1.554  8.923  -0.08
C  -6.409  -1.561  7.558  -0.07
C  -5.096  -1.471  7.124  -0.16
H  -3.429  -1.287  9.898  0.10
H  -5.723  -1.450  10.866  0.10
H  -7.661  -1.624  9.303  0.10
H  -7.221  -1.634  6.847  0.10
H  -4.856  -1.476  6.065  0.09
N  9.791  -2.923  0.369  0.06
C  10.155  -4.103  -0.147  -0.16
C  9.269  -4.997  -0.726  -0.08
C  7.926  -4.654  -0.770  -0.08
C  7.524  -3.439  -0.240  -0.07
C  8.491  -2.614  0.313  -0.15
H  11.214  -4.328  -0.086  0.10
H  9.620  -5.938  -1.130  0.10
H  7.201  -5.327  -1.213  0.10
H  6.485  -3.137  -0.257  0.09
H  8.227  -1.652  0.736  0.08
N  -5.801  1.891  -8.819  0.05
C  -6.919  1.280  -8.412  -0.15
C  -7.150  -0.080  -8.551  -0.07
C  -6.168  -0.853  -9.148  -0.08
C  -5.001  -0.244  -9.580  -0.08
C  -4.867  1.122  -9.391  -0.16
H  -7.659  1.927  -7.953  0.10
H  -8.074  -0.521  -8.200  0.10
H  -6.311  -1.920  -9.276  0.11
H  -4.213  -0.816  -10.052  0.10
H  -3.970  1.643  -9.709  0.10

=====

Entry 2:
C55H47FGeLaN6O3P3S as an isolated structure in a non-equilibrium geometry, computed with ωB97M-V/def2-TZVPD.

Its HOMO energy is -0.4774 Ha. For the energy above the lowest of the compared OMol25 structures with the same formula, charge and spin, the calculation gives 1.2943 eV. The energy is -6308.32388 hartree. For the molar mass, the calculation gives 1195.52 g/mol. Its charge is +2.

Last column: Löwdin charge in e.
CARTESIAN COORDINATES (ANGSTROEM)
La  1.430  -0.569  -0.533  1.49
F  -3.525  1.390  2.449  -0.26
Ge  -2.080  0.741  1.624  0.91
C  -1.316  -0.064  3.197  -0.29
C  -2.255  -0.692  4.038  -0.06
C  -1.841  -1.233  5.250  -0.05
C  -0.534  -1.102  5.616  -0.06
C  0.422  -0.518  4.789  -0.08
C  0.021  0.009  3.518  -0.41
P  1.306  0.549  2.388  0.99
C  2.835  -0.454  2.647  -0.39
C  3.996  0.174  2.150  -0.14
C  5.201  -0.447  2.145  -0.09
C  5.327  -1.731  2.621  -0.07
C  4.198  -2.404  3.084  -0.09
C  2.948  -1.805  3.109  -0.12
C  1.952  2.220  2.931  -0.33
C  2.329  3.195  1.989  -0.13
C  2.849  4.397  2.494  -0.05
C  2.969  4.632  3.912  -0.05
C  2.716  3.643  4.860  -0.06
C  2.324  2.381  4.349  -0.03
C  -3.087  -0.488  0.508  -0.28
C  -4.424  -0.047  0.275  -0.08
C  -5.376  -0.938  -0.203  -0.06
C  -5.096  -2.264  -0.445  -0.05
C  -3.814  -2.668  -0.203  -0.10
C  -2.789  -1.797  0.208  -0.39
P  -1.078  -2.405  0.049  1.01
C  -1.014  -3.245  -1.585  -0.38
C  0.013  -4.179  -1.908  -0.13
C  0.076  -4.814  -3.112  -0.08
C  -0.884  -4.632  -4.102  -0.05
C  -1.978  -3.882  -3.718  -0.07
C  -2.022  -3.113  -2.562  -0.11
C  -0.805  -3.839  1.218  -0.34
C  -1.313  -5.115  0.921  -0.08
C  -1.126  -6.124  1.842  -0.07
C  -0.515  -5.867  3.048  -0.07
C  0.079  -4.640  3.290  -0.07
C  -0.080  -3.572  2.390  -0.10
C  -1.222  2.423  1.162  -0.29
C  -1.200  3.295  2.278  -0.10
C  -0.753  4.581  2.175  -0.03
C  -0.343  5.055  0.901  -0.04
C  -0.285  4.180  -0.151  -0.09
C  -0.755  2.857  -0.061  -0.40
P  -0.629  1.687  -1.450  1.01
C  0.087  2.734  -2.742  -0.38
C  1.275  3.462  -2.646  -0.16
C  1.785  4.148  -3.724  -0.09
C  1.117  4.187  -4.927  -0.06
C  -0.068  3.455  -5.066  -0.06
C  -0.524  2.762  -3.988  -0.10
C  -2.331  1.512  -2.031  -0.38
C  -2.636  0.329  -2.759  -0.13
C  -3.811  0.176  -3.409  -0.08
C  -4.783  1.167  -3.369  -0.02
C  -4.534  2.269  -2.544  -0.06
C  -3.342  2.494  -1.955  -0.06
H  -3.339  -0.616  3.767  0.13
H  -2.659  -1.595  5.853  0.12
H  -0.105  -1.526  6.514  0.12
H  1.512  -0.484  5.030  0.11
H  4.000  1.313  1.979  0.13
H  6.145  0.073  1.757  0.15
H  6.293  -2.163  2.578  0.11
H  4.354  -3.416  3.456  0.12
H  2.081  -2.316  3.456  0.07
H  2.097  2.961  0.968  0.07
H  3.109  5.236  1.838  0.11
H  3.293  5.564  4.372  0.11
H  2.830  3.783  5.901  0.10
H  2.208  1.501  4.971  0.08
H  -4.768  0.980  0.615  0.13
H  -6.394  -0.591  -0.411  0.12
H  -5.869  -2.868  -0.839  0.11
H  -3.498  -3.666  -0.463  0.10
H  0.768  -4.290  -1.148  0.09
H  0.940  -5.524  -3.230  0.14
H  -0.752  -4.990  -5.106  0.11
H  -2.827  -3.845  -4.359  0.11
H  -2.970  -2.662  -2.366  0.08
H  -1.707  -5.320  -0.081  0.11
H  -1.515  -7.110  1.574  0.12
H  -0.375  -6.642  3.865  0.14
H  0.647  -4.479  4.236  0.12
H  0.262  -2.624  2.763  0.06
H  -1.583  3.009  3.230  0.11
H  -0.773  5.297  2.994  0.12
H  0.107  5.980  0.779  0.09
H  0.114  4.592  -1.140  0.12
H  1.860  3.455  -1.663  0.13
H  2.745  4.714  -3.567  0.14
H  1.441  4.824  -5.713  0.11
H  -0.650  3.628  -5.939  0.11
H  -1.582  2.276  -4.087  0.14
H  -1.876  -0.359  -2.860  0.04
H  -4.065  -0.718  -3.924  0.10
H  -5.620  1.166  -4.036  0.11
H  -5.340  2.948  -2.483  0.11
H  -3.097  3.375  -1.358  0.13
N  0.875  -1.042  -3.310  0.02
N  1.511  -0.199  -4.228  0.04
C  2.469  0.647  -3.786  -0.40
N  3.213  1.326  -4.640  0.25
N  2.766  0.523  -2.512  0.01
N  3.515  1.455  -1.923  -0.43
O  3.309  1.559  -0.707  -0.06
O  4.395  2.043  -2.490  0.12
H  1.313  -1.938  -3.387  0.08
H  -0.107  -1.143  -3.554  0.08
H  1.261  -0.284  -5.182  0.16
H  3.030  1.337  -5.614  0.13
H  3.957  1.894  -4.197  0.12
S  3.096  -2.676  0.020  0.74
O  3.071  -2.444  -1.630  -0.62
N  3.799  -1.386  -0.815  -0.45